# 1
This record from OMol25 describes C8H14AsTi as an isolated structure in a non-equilibrium geometry. The level of theory is wB97M-V/def2-TZVPD.

Values from the calculation:
highest occupied orbital energy (alpha / beta) = -0.8202 / -0.8217 Eh
HOMO-LUMO gap (alpha / beta) = 0.2560 / 0.2420 hartree

```
! RIJCOSX wB97M-V def2-TZVPD def2/J DEFGRID3
* xyz 3 1
Ti 1.33555 0.12456 -0.74405
C 0.91475 1.20166 -2.74595
C 1.73375 0.05836 -2.99945
C 0.98855 -1.11614 -2.67165
C -0.31275 -0.69974 -2.23375
C -0.35885 0.73266 -2.28005
H 1.12885 2.22736 -3.07565
H 2.69835 0.07446 -3.51145
H 1.27285 -2.14634 -2.92795
H -1.17705 -1.36074 -2.10925
H -1.26685 1.34416 -2.21215
C 0.91805 0.05046 3.14005
As -0.05525 0.00366 1.45145
C -1.30715 1.50296 1.52655
C -1.10265 -1.64614 1.51225
H 0.15105 -0.00194 3.93575
H 1.48515 0.98226 3.26845
H 1.59105 -0.81064 3.25265
H -1.93325 1.32916 2.41825
H -1.96885 1.56296 0.65215
H -0.78085 2.45906 1.66395
H -1.73965 -1.56174 2.40975
H -0.45635 -2.52764 1.63765
H -1.75855 -1.78274 0.64255
*
```

# 2
This record from OMol25 describes one molecule with the formula C8H14BFO4. The level of theory is wB97M-V/def2-TZVPD.

Values from the calculation:
SMILES = CCB(O)[C@@H]1OC(=O)O[C@H]1CCCF
highest occupied orbital energy = -0.3855 Eh
HOMO-LUMO gap = 0.3927 hartree
relative energy (zero: lowest compared OMol25 entry of this formula, charge and spin) = 11.2 kJ/mol

```
! RIJCOSX wB97M-V def2-TZVPD def2/J DEFGRID3
* xyz 0 1
C -3.27456 1.09486 -0.34320
C -2.18051 1.96783 0.29813
B -0.72096 1.39112 0.26913
O 0.12166 1.60417 1.34779
C -0.04541 0.64374 -0.95124
O -0.93797 0.19261 -1.99685
C -0.27020 -0.73458 -2.73184
O -0.67031 -1.17073 -3.76928
O 0.88763 -1.06078 -2.12301
C 0.79663 -0.59660 -0.73345
C 2.19926 -0.44920 -0.16929
C 2.53602 -1.50417 0.89446
C 1.52382 -1.60066 2.03497
F 0.76519 -2.77411 1.92472
H -4.27054 1.46722 -0.08672
H -3.22476 0.05332 -0.01864
H -3.19565 1.10378 -1.43026
H -2.43638 2.14365 1.35272
H -2.19990 2.96073 -0.16873
H -0.33335 1.45908 2.18394
H 0.57485 1.41910 -1.44094
H 0.18946 -1.37390 -0.25649
H 2.38100 0.56458 0.19241
H 2.87841 -0.61175 -1.01177
H 2.55107 -2.47989 0.39764
H 3.52886 -1.33224 1.31286
H 2.00537 -1.61279 3.01541
H 0.82125 -0.76438 2.00754
*
```

# 3
This record from OMol25 describes C8H14BrClCuN2O4 as an isolated structure in a non-equilibrium geometry. The level of theory is wB97M-V/def2-TZVPD.

Values from the calculation:
highest occupied orbital energy = -0.1438 Eh
HOMO-LUMO gap = 0.2563 hartree
relative energy (zero: lowest compared OMol25 entry of this formula, charge and spin) = 655.4 kJ/mol

```
! RIJCOSX wB97M-V def2-TZVPD def2/J DEFGRID3
* xyz -1 1
Cu 0.58435 -0.43687 0.05934
Br 0.85664 -0.92855 -2.19861
Cl 2.24553 -0.64840 1.95041
O 3.40116 -1.03051 2.69199
O 2.25744 0.69928 1.49319
O 2.17269 -1.45460 0.77880
O 1.09560 -0.85887 2.77016
C -3.66648 -2.95871 -1.18349
C -2.30174 -3.29401 -1.81255
C -1.34299 -2.12664 -1.75405
C -0.91255 -1.60530 -0.49012
N -0.62273 -1.21223 0.55568
H -4.13203 -2.05411 -1.57471
H -3.30852 -2.56861 -0.23071
H -4.32644 -3.82618 -1.17614
H -2.51204 -3.38304 -2.87836
H -1.94304 -4.27220 -1.49226
H -1.76089 -1.29778 -2.32541
H -0.40861 -2.40557 -2.24110
C 2.61107 3.14807 0.42231
C 1.46494 3.36815 1.39910
C 0.13169 3.12246 0.85292
C -0.15764 1.80065 0.32718
N -0.51924 0.76009 -0.11471
H 3.52718 3.57707 0.82825
H 2.34722 3.57526 -0.54514
H 2.92907 2.14442 0.14008
H 1.55658 4.40443 1.72438
H 1.53231 2.73296 2.28232
H -0.22590 3.78557 0.06520
H -0.57263 3.24379 1.67591
*
```